Here is a structure of composition C2H17O7 from the Open Molecules 2025 dataset. Energies are from ωB97M-V with the def2-TZVPD basis set.

```
! wB97M-V def2-TZVPD RIJCOSX def2/J DEFGRID3
* xyz -1 1
C 0.2655 1.2681 -1.7338
O -0.0834 0.2342 -0.9302
C 1.0692 2.4091 -1.1772
H -0.6255 1.5482 -2.2508
H 0.9679 1.0199 -2.6570
H 1.2984 3.1663 -1.9222
H 2.0770 2.1339 -0.6362
H 0.5383 2.8869 -0.3729
H 2.1338 0.6170 0.5631
H 0.7696 -0.2382 0.0060
O 1.7730 -0.2308 0.7011
H 0.3709 -1.5436 2.6263
H 1.6190 -0.8223 2.2487
O 1.1898 -1.1605 3.0389
H -1.9211 0.5579 -0.4571
H -2.1377 0.8576 0.8722
O -2.4897 0.3338 0.2041
H 0.0790 -1.2023 -1.5559
H -0.4559 -1.6695 -2.8459
O -0.1060 -2.0258 -2.0625
H -1.6458 -1.2530 0.2424
H -1.0190 -2.2161 -0.5221
O -1.1448 -2.0952 0.4329
H -0.1579 1.1961 0.4569
H -0.0486 0.6795 1.8145
O -0.3703 1.4715 1.3478
*
```

Computed properties:
- Frontier orbital gap: 9.4 eV
- ΔE to the lowest compared entry with this formula, charge and spin: 30.98 kcal/mol

Just the Mulliken charges please, in e? Sure, here they are: -0.203, -0.841, -1.233, 0.398, 0.180, 0.413, 0.155, 0.363, 0.280, 0.559, -0.819, 0.303, 0.425, -0.747, 0.330, 0.402, -0.821, 0.428, 0.268, -0.797, 0.407, 0.381, -0.720, 0.352, 0.407, -0.871



Here is an isolated molecule of C7H10N2 from the Open Molecules 2025 dataset. Energies are from ωB97M-V with the def2-TZVPD basis set.

```
! wB97M-V def2-TZVPD RIJCOSX def2/J DEFGRID3
* xyz 0 1
C 1.9323 0.7068 0.7722
C 2.5304 -0.5416 0.4541
C 0.5414 0.5099 0.8840
C 0.5274 -2.0423 0.8644
C -0.6533 -1.5470 -0.0294
C -1.5014 -0.3826 0.5189
C -1.1653 1.8830 -0.4212
N 1.8178 -1.7344 0.4951
N -0.6805 0.7568 0.4606
H 2.5913 1.5154 1.1372
H 3.6106 -0.7934 0.3456
H -0.4140 -1.2556 -1.0931
H -1.4901 -2.2266 0.0498
H -2.2526 -0.1291 -0.2698
H -1.8948 -0.4244 1.6017
H -1.3438 1.5342 -1.4196
H -2.0312 2.3446 -0.0016
H -0.4298 2.7473 -0.5358
H 2.3476 -2.5641 0.8152
*
```

Computed properties:
- Frontier orbital gap: 7.9 eV
- ΔE to the lowest compared entry with this formula, charge and spin: 171.38 kcal/mol

Just the Mulliken charges please, in e? Sure, here they are: -0.541, -0.298, 0.060, -0.777, -0.286, -0.627, -0.933, -0.022, 0.092, 0.351, 0.358, 0.245, 0.351, 0.400, 0.251, 0.387, 0.343, 0.300, 0.347



Here is an isolated molecule of C5H3N from the Open Molecules 2025 dataset. Energies are from ωB97M-V with the def2-TZVPD basis set.

```
! wB97M-V def2-TZVPD RIJCOSX def2/J DEFGRID3
* xyz 0 1
C -1.8994 -0.3810 0.8975
C -0.5605 0.0654 0.5567
C 0.5960 -0.3195 -1.6186
C 0.8313 0.5516 0.5994
C -1.2330 -0.5676 -0.3723
N 1.2182 0.1158 -0.6799
H 0.8554 1.5655 0.6403
H 1.5470 0.0081 1.2680
H -1.3550 -1.0382 -1.2912
*
```

Computed properties:
- Frontier orbital gap: 10.0 eV
- ΔE to the lowest compared entry with this formula, charge and spin: 97.57 kcal/mol

Just the Mulliken charges please, in e? Sure, here they are: -1.025, 0.469, -0.066, -0.221, 0.161, -0.232, 0.245, 0.244, 0.426



Here is an isolated molecule of C7H12O from the Open Molecules 2025 dataset. Energies are from ωB97M-V with the def2-TZVPD basis set.

```
! wB97M-V def2-TZVPD RIJCOSX def2/J DEFGRID3
* xyz 0 1
O -0.8663 2.6960 -0.9280
C -0.7024 1.7431 -1.9923
C 0.5515 0.9724 -1.8793
C 0.7929 0.1431 -0.7214
C -0.5633 -0.5262 -0.2471
C 0.4659 -1.8460 3.0996
C 0.3960 -1.1119 1.9715
C -0.3315 -1.4473 0.8106
H -0.7498 2.2626 -2.9523
H 1.1714 0.8155 -2.7491
H -1.5933 1.1011 -1.8614
H 1.2033 0.6792 0.1471
H 1.4755 -0.6777 -0.9694
H -0.9873 -1.0318 -1.1198
H -1.3535 0.2088 -0.0020
H 0.0033 2.8732 -0.5499
H 0.0118 -2.8256 3.1802
H 0.8921 -1.4265 4.0039
H 0.8340 -0.1211 2.0343
H -0.6504 -2.4808 0.7249
*
```

Computed properties:
- Frontier orbital gap: 4.6 eV
- ΔE to the lowest compared entry with this formula, charge and spin: 116.46 kcal/mol

Just the Mulliken charges please, in e? Sure, here they are: -0.533, -0.596, -0.574, -0.271, -0.473, -0.868, 0.080, -0.267, 0.284, 0.350, 0.226, 0.265, 0.375, 0.348, 0.282, 0.363, 0.274, 0.266, 0.143, 0.327



Here is an isolated molecule of CH5NO2S from the Open Molecules 2025 dataset. Energies are from ωB97M-V with the def2-TZVPD basis set.

```
! wB97M-V def2-TZVPD RIJCOSX def2/J DEFGRID3
* xyz 0 1
C -1.3695 0.0876 -0.4702
N -0.2584 -0.3785 0.4274
O 2.6081 -1.2678 -0.2330
O 1.1776 1.5413 -0.3785
S 1.2738 0.2940 0.2232
H -1.3445 -0.0930 -1.4754
H -2.2084 -0.3064 0.1238
H -1.4486 1.2110 -0.4335
H -0.2163 -1.4273 0.6323
H 1.7864 0.3390 1.5837
*
```

Computed properties:
- Frontier orbital gap (alpha / beta): 9.4 / 9.4 eV
- ΔE to the lowest compared entry with this formula, charge and spin: 151.14 kcal/mol

Just the Mulliken charges please, in e? Sure, here they are: -0.760, -0.265, -0.576, -0.439, 0.600, 0.330, 0.316, 0.285, 0.298, 0.211



Here is an isolated molecule of C22H29N3O3 from the Open Molecules 2025 dataset. Energies are from ωB97M-V with the def2-TZVPD basis set.

```
! wB97M-V def2-TZVPD RIJCOSX def2/J DEFGRID3
* xyz 0 1
C 2.1535 5.0487 -0.9699
H 3.2200 5.1901 -0.8070
C 1.8577 3.6032 -1.3512
C 2.3000 2.6276 -0.2638
C 1.9643 1.1793 -0.6486
N 2.4880 0.1277 0.2008
C 3.9307 -0.0504 0.1494
H 4.4597 0.6069 0.8559
C 4.3532 -1.5015 0.4161
H 5.4432 -1.5434 0.4493
H 3.9756 -1.8280 1.3851
C 3.8569 -2.4603 -0.6694
N 2.4185 -2.4369 -0.7467
C 1.6400 -3.5090 -0.5207
O 2.0352 -4.6570 -0.4165
C 0.2021 -3.1579 -0.4288
C -0.8783 -3.9698 -0.2811
C -2.0161 -3.1132 -0.2084
C -3.3789 -3.2527 -0.0638
C -4.1506 -2.0822 -0.0351
C -5.5584 -2.1046 0.1084
C -6.2797 -0.9532 0.1347
C -5.6381 0.3063 0.0189
C -4.2742 0.3683 -0.1214
C -3.5043 -0.8112 -0.1525
N -2.1692 -0.6777 -0.2944
C -1.4884 -1.7887 -0.3207
O -0.1521 -1.8311 -0.4561
H -3.7389 1.2984 -0.2140
O -6.4730 1.3739 0.0601
C -5.9178 2.6632 -0.0503
H -5.2224 2.8694 0.7691
H -5.4015 2.7946 -1.0060
H -6.7586 3.3526 0.0055
H -7.3528 -0.9587 0.2433
H -6.0513 -3.0619 0.1969
H -3.8475 -4.2223 0.0257
H -0.8576 -5.0389 -0.2312
H 2.0208 -1.5011 -0.6676
H 4.2740 -2.1641 -1.6394
H 4.1646 -3.4873 -0.4551
H 4.2583 0.2225 -0.8576
C 1.8760 0.0030 1.5142
C 2.5096 0.7908 2.6664
H 3.4944 0.4009 2.9128
H 1.8798 0.6940 3.5474
H 2.6051 1.8459 2.4269
H 1.8819 -1.0587 1.7884
H 0.8308 0.3000 1.4046
H 0.8770 1.0596 -0.6803
H 2.3436 0.9937 -1.6600
H 1.7958 2.8871 0.6686
H 3.3772 2.7242 -0.1081
H 0.7858 3.4840 -1.5244
H 2.3718 3.3624 -2.2847
H 1.6298 5.3175 -0.0549
H 1.8347 5.7261 -1.7586
*
```

Computed properties:
- Frontier orbital gap: 8.0 eV
- ΔE to the lowest compared entry with this formula, charge and spin: 30.05 kcal/mol

Just the Mulliken charges please, in e? Sure, here they are: -1.363, 0.324, -0.407, -0.252, -1.208, 1.001, -0.772, 0.430, -0.820, 0.413, 0.251, -0.927, 0.033, 0.113, -0.733, 0.910, -1.633, 1.039, -1.067, 0.738, -0.909, -0.662, 0.744, 0.145, -0.450, -0.567, 0.369, -0.251, 0.537, -0.442, -0.812, 0.323, 0.324, 0.235, 0.443, 0.406, 0.462, 0.548, 0.162, 0.303, 0.495, 0.429, -0.666, -1.424, 0.298, 0.458, 0.237, 0.353, 0.326, 0.199, 0.359, 0.237, 0.309, 0.313, 0.368, 0.329, 0.402



Here is a cluster of 2 separate species, C5H7NO2 in total from the Open Molecules 2025 dataset. Energies are from ωB97M-V with the def2-TZVPD basis set.

```
! wB97M-V def2-TZVPD RIJCOSX def2/J DEFGRID3
* xyz 0 1
C -2.1948 0.7694 -0.1594
C -1.8674 1.0387 -1.4204
C -0.3202 2.8762 -0.0711
C -0.9713 1.5114 -0.4203
C 0.8729 -0.7261 0.7808
N 0.9445 0.2401 -0.3775
O -1.2728 3.6396 -0.2759
O 0.8417 2.9743 0.2370
H -2.6333 0.2427 0.5316
H -2.0899 1.1389 -2.3688
H 0.2107 -0.3342 1.6119
H 0.6598 -1.6839 0.3189
H 1.9150 -0.9391 1.2170
H 1.3957 -0.1452 -1.1746
H 1.3380 1.1664 0.0354
*
```

Computed properties:
- Frontier orbital gap: 9.4 eV
- ΔE to the lowest compared entry with this formula, charge and spin: 113.39 kcal/mol

Just the Mulliken charges please, in e? Sure, here they are: -0.530, -0.615, 0.743, 0.567, -0.779, -0.484, -0.616, -0.691, 0.521, 0.516, 0.247, 0.322, 0.303, 0.189, 0.306



Here is a structure of composition C23H36N9O2Ru from the Open Molecules 2025 dataset. Energies are from ωB97M-V with the def2-TZVPD basis set.

```
! wB97M-V def2-TZVPD RIJCOSX def2/J DEFGRID3
* xyz 2 2
Ru -0.4479 -0.0571 0.4005
O 0.8853 1.4851 1.1870
C 0.4046 2.7698 1.6516
C -0.2343 3.5680 0.5289
C -1.3091 2.7678 -0.2302
C -2.3098 2.1932 0.7322
C -3.4371 2.8880 1.1324
C -4.2661 2.3482 2.1023
C -3.9301 1.1286 2.6742
C -2.7917 0.4874 2.2386
N -2.0058 0.9973 1.2751
H 1.5583 1.6083 0.5024
H 1.2342 3.3045 2.1108
H -0.3121 2.5345 2.4347
H 0.5151 3.9215 -0.1823
H -0.6843 4.4556 0.9795
H -0.8204 1.9550 -0.7980
H -1.7935 3.3938 -0.9776
H -3.6550 3.8476 0.6831
H -5.1537 2.8791 2.4195
H -4.5317 0.6843 3.4537
H -2.4627 -0.4386 2.6853
C 3.9232 -0.1211 0.3540
N 3.4783 -1.1650 -0.5584
C 4.5526 -1.9880 -1.1318
C 4.0266 -3.3716 -1.4404
C 2.8259 -3.2308 -2.3412
N 1.8568 -2.2709 -1.7898
C 0.5296 -2.3961 -2.3607
C 2.2032 -1.2911 -0.9509
O 1.3354 -0.4259 -0.5156
H 4.6375 -0.5566 1.0502
H 3.0926 0.2636 0.9279
H 4.4122 0.6882 -0.1933
H 5.3514 -2.0303 -0.3943
H 4.9441 -1.5021 -2.0301
H 3.7573 -3.8817 -0.5155
H 4.7926 -3.9653 -1.9362
H 2.3019 -4.1785 -2.4625
H 3.1273 -2.8829 -3.3336
H 0.0888 -3.3480 -2.0618
H 0.6019 -2.3646 -3.4502
H -0.1013 -1.5871 -2.0242
C -2.2254 -3.1599 1.6086
N -2.6230 -3.2380 0.2134
C -2.9228 -4.6097 -0.2204
C -2.6005 -2.2218 -0.6460
N -1.8089 -1.1219 -0.5445
N -3.4044 -2.3054 -1.7325
C -4.7682 -2.8328 -1.6344
C -3.1366 -1.5564 -2.9536
H -3.0414 -3.5374 2.2270
H -2.0057 -2.1420 1.8897
H -1.3483 -3.7790 1.7852
H -2.1199 -5.2505 0.1426
H -2.9522 -4.6711 -1.3025
H -3.8685 -4.9561 0.1960
H -2.1490 -0.4632 -1.2425
H -5.0035 -3.0874 -0.6062
H -4.9014 -3.7131 -2.2630
H -5.4623 -2.0601 -1.9673
H -3.6162 -0.5717 -2.9480
H -3.5421 -2.1165 -3.7942
H -2.0660 -1.4486 -3.1168
N 0.1271 -1.1700 1.9953
C 0.8995 -2.0604 1.8932
C 1.7902 -3.0741 1.7895
C 3.1591 -2.8958 2.1318
N 4.2727 -2.7380 2.3718
C 1.3195 -4.2683 1.1722
N 0.8669 -5.1710 0.6178
*
```

Computed properties:
- Frontier orbital gap (alpha / beta): 6.9 / 6.3 eV
- ΔE to the lowest compared entry with this formula, charge and spin: 16.05 kcal/mol

Just the Mulliken charges please, in e? Sure, here they are: 0.633, -0.420, -0.653, -0.813, -0.751, 0.790, -0.826, -0.350, -1.150, -0.434, 0.623, 0.309, 0.427, 0.399, 0.428, 0.448, -0.063, 0.642, 0.570, 0.458, 0.502, 0.500, -1.181, 0.182, -0.727, -0.532, -0.689, 0.381, -1.042, 0.396, -0.588, 0.480, 0.282, 0.308, 0.485, 0.311, 0.144, 0.397, 0.424, 0.325, 0.419, 0.480, 0.021, -0.405, 0.268, -1.217, 0.215, 0.118, 0.151, -1.229, -1.110, 0.452, -0.384, 0.207, 0.417, 0.384, 0.378, 0.154, 0.390, 0.374, 0.408, 0.376, 0.369, 0.292, -0.468, 0.815, 0.654, -0.075, -0.527, -0.013, -0.539